{"formula": "C42H53N11", "method": "wB97M-V/def2-TZVPD", "symbols": ["C", "C", "N", "H", "H", "H", "N", "C", "C", "C", "C", "H", "H", "H", "H", "H", "N", "C", "C", "C", "C", "H", "H", "H", "H", "H", "N", "C", "C", "C", "C", "H", "H", "H", "H", "H", "N", "C", "C", "C", "C", "H", "H", "H", "H", "H", "N", "C", "C", "C", "C", "H", "H", "H", "H", "H", "N", "C", "C", "C", "C", "H", "H", "H", "H", "H", "N", "C", "C", "C", "C", "H", "H", "H", "H", "H", "N", "C", "C", "C", "C", "H", "H", "H", "H", "H", "N", "C", "C", "C", "C", "H", "H", "H", "H", "H", "N", "C", "C", "C", "C", "H", "H", "H", "H", "H"], "positions_angstrom": [[-1.379, -4.999, -0.413], [-1.065, -4.042, 0.656], [-0.855, -3.283, 1.503], [-0.486, -5.512, -0.769], [-1.974, -4.593, -1.231], [-2.100, -5.708, -0.007], [0.200, 0.702, 1.610], [0.492, 0.814, 0.252], [0.263, -0.394, -0.349], [-0.328, -1.216, 0.625], [-0.265, -0.571, 1.841], [0.479, 1.302, 2.373], [0.997, 1.700, -0.103], [0.454, -0.776, -1.341], [-0.873, -2.143, 0.527], [-0.590, -0.835, 2.837], [-2.902, 2.919, 4.090], [-2.828, 1.862, 3.182], [-1.897, 0.975, 3.709], [-1.470, 1.491, 4.942], [-2.141, 2.684, 5.183], [-3.317, 3.797, 3.814], [-3.349, 1.864, 2.236], [-1.493, 0.129, 3.172], [-0.658, 1.173, 5.579], [-2.198, 3.274, 6.086], [2.198, 2.252, 1.947], [2.230, 1.132, 2.690], [1.196, 1.209, 3.583], [0.389, 2.327, 3.291], [1.048, 2.967, 2.248], [2.883, 2.556, 1.270], [3.054, 0.436, 2.636], [0.870, 0.612, 4.421], [-0.574, 2.581, 3.709], [0.807, 3.867, 1.702], [-1.799, 0.528, 0.345], [-2.909, 0.236, 1.115], [-3.982, 0.894, 0.489], [-3.438, 1.534, -0.623], [-2.083, 1.196, -0.751], [-0.893, 0.133, 0.552], [-2.818, -0.268, 2.066], [-5.008, 0.954, 0.820], [-3.959, 2.153, -1.339], [-1.290, 1.447, -1.441], [2.004, -1.439, 2.232], [2.807, -1.787, 3.266], [3.547, -2.897, 2.942], [3.158, -3.304, 1.663], [2.165, -2.407, 1.296], [1.377, -0.655, 2.113], [2.848, -1.193, 4.167], [4.260, -3.454, 3.530], [3.556, -4.145, 1.115], [1.452, -2.455, 0.487], [-3.088, -0.791, -1.542], [-4.221, -1.182, -2.257], [-3.841, -2.307, -2.928], [-2.488, -2.585, -2.744], [-2.101, -1.670, -1.789], [-3.074, 0.008, -0.924], [-5.131, -0.607, -2.170], [-4.458, -2.874, -3.609], [-1.786, -3.296, -3.152], [-1.219, -1.620, -1.166], [-0.001, 4.581, -0.466], [0.473, 5.292, -1.580], [1.187, 4.504, -2.395], [1.154, 3.195, -1.841], [0.471, 3.299, -0.619], [-0.593, 4.872, 0.298], [0.187, 6.327, -1.696], [1.619, 4.622, -3.378], [1.620, 2.352, -2.330], [0.100, 2.670, 0.177], [-0.115, -3.019, -3.261], [0.381, -2.306, -2.193], [0.883, -3.085, -1.221], [0.784, -4.358, -1.794], [0.202, -4.324, -3.054], [-0.536, -2.669, -4.110], [0.290, -1.230, -2.208], [1.278, -2.736, -0.279], [1.099, -5.283, -1.333], [-0.101, -5.129, -3.707], [-0.141, -0.337, -4.112], [1.228, -0.164, -4.037], [1.438, 0.627, -2.889], [0.238, 0.821, -2.246], [-0.736, 0.340, -3.048], [-0.597, -0.953, -4.770], [1.865, -0.601, -4.791], [2.405, 0.951, -2.533], [0.164, 1.388, -1.330], [-1.801, 0.300, -2.879], [3.506, 0.072, -1.319], [2.529, 0.426, -0.428], [2.472, 1.832, -0.472], [3.577, 2.284, -1.192], [4.190, 1.162, -1.703], [3.872, -0.864, -1.423], [2.062, -0.343, 0.169], [1.876, 2.452, 0.182], [3.933, 3.302, -1.244], [5.133, 1.031, -2.213]], "mulliken_charge": [-1.017, 0.291, -0.652, 0.273, 0.197, 0.459, 0.520, -0.279, 0.798, -1.232, -0.115, 0.682, -3.278, 0.140, 1.307, -0.086, 0.015, -0.772, 1.477, -1.185, -0.443, 0.241, 0.646, -0.689, 0.421, 0.431, 0.313, -0.852, -0.077, 0.048, -1.522, 0.944, 0.694, 0.240, 0.641, 0.760, 1.389, -0.497, -1.680, -1.207, -0.536, 0.239, 0.952, 0.503, 0.536, 0.182, 1.072, -0.538, -1.187, -0.278, 0.184, -0.659, 0.465, 0.454, 0.564, -0.359, -0.506, -0.926, -1.497, -0.789, 1.038, 0.866, 0.420, 0.471, 0.939, -0.364, -0.292, -1.358, -1.388, -0.367, 1.796, 0.297, 0.433, 0.552, 0.675, 0.244, -0.027, 0.518, 1.521, -1.400, -1.453, 0.335, 0.067, -1.196, 0.945, 0.382, -0.134, -2.130, 0.720, -0.404, -1.280, 0.331, 0.393, 0.588, 0.429, 1.278, 0.263, 0.359, 0.254, -0.203, -1.790, 0.407, 0.298, 0.715, 0.606, 0.424], "lumo_energy_ev": 0.516, "e_above_lowest_ev": 28.4131, "gap_ha": 0.2815, "homo_energy_ha": -0.263}



{"formula": "C3H3F2OS", "method": "wB97M-V/def2-TZVPD", "symbols": ["C", "C", "C", "O", "F", "F", "S", "H", "H", "H"], "positions_angstrom": [[-1.960, -0.437, 0.210], [1.365, -0.173, -0.348], [0.114, 0.612, 0.124], [-2.565, 0.516, -0.120], [0.454, 1.212, 1.327], [-0.273, 1.666, -0.651], [-1.774, -1.923, 0.773], [1.451, -0.840, 0.549], [0.969, -0.890, -1.122], [2.219, 0.256, -0.742]], "mulliken_charge": [0.411, -1.051, 0.212, -0.416, -0.312, -0.312, -0.435, 0.252, 0.243, 0.407], "lumo_energy_ev": 3.608, "e_above_lowest_ev": 1.4140, "total_charge": -1, "gap_ha": 0.2230, "homo_energy_ha": -0.090}



{"formula": "C32H44CsNO4PSbSe4Te", "method": "wB97M-V/def2-TZVPD", "symbols": ["Cs", "C", "O", "C", "C", "O", "C", "C", "O", "C", "H", "H", "H", "H", "H", "H", "H", "H", "H", "H", "H", "H", "H", "H", "C", "C", "C", "C", "C", "O", "C", "N", "C", "C", "C", "C", "C", "C", "P", "C", "C", "C", "C", "C", "C", "C", "C", "C", "C", "C", "C", "H", "H", "H", "H", "H", "H", "H", "H", "H", "H", "H", "H", "H", "H", "H", "H", "H", "H", "H", "H", "H", "H", "H", "H", "C", "Te", "C", "H", "H", "H", "H", "H", "H", "Se", "Sb", "Se", "Se", "Se"], "positions_angstrom": [[0.869, 2.675, -2.419], [3.151, -0.667, 0.707], [3.500, 0.706, 0.403], [3.196, 1.568, 1.490], [3.090, 2.954, 0.930], [1.784, 3.277, 0.367], [1.156, 4.396, 1.007], [-0.096, 4.756, 0.224], [-0.781, 3.548, -0.120], [-2.164, 3.786, -0.563], [2.972, -0.861, 1.792], [4.044, -1.251, 0.378], [2.274, -1.011, 0.134], [4.023, 1.528, 2.230], [2.282, 1.257, 1.972], [3.850, 3.075, 0.122], [3.327, 3.697, 1.721], [1.844, 5.263, 1.055], [0.843, 4.160, 2.044], [0.206, 5.302, -0.681], [-0.761, 5.416, 0.829], [-2.264, 4.446, -1.430], [-2.753, 4.271, 0.267], [-2.563, 2.791, -0.800], [0.563, -3.564, -3.126], [-0.355, -2.347, -3.440], [0.343, -1.005, -3.304], [-1.582, -2.290, -2.611], [-2.576, -3.432, -2.812], [-3.327, -3.441, -1.516], [-2.488, -2.814, -0.611], [-1.382, -2.301, -1.098], [-2.999, -2.864, 0.764], [-3.969, -3.850, 0.963], [-4.442, -4.120, 2.246], [-4.030, -3.368, 3.335], [-3.125, -2.326, 3.121], [-2.594, -2.071, 1.850], [-1.350, -0.794, 1.747], [-0.114, -1.581, 2.797], [0.299, -1.122, 4.055], [1.361, -1.745, 4.718], [1.980, -2.867, 4.151], [1.553, -3.385, 2.950], [0.512, -2.750, 2.260], [-2.026, 0.586, 2.744], [-3.419, 0.825, 2.798], [-3.940, 1.987, 3.301], [-3.097, 3.022, 3.718], [-1.714, 2.842, 3.676], [-1.211, 1.660, 3.139], [1.517, -3.445, -3.698], [0.089, -4.525, -3.395], [0.820, -3.614, -2.070], [-0.736, -2.468, -4.477], [0.512, -0.738, -2.232], [-0.322, -0.207, -3.665], [1.303, -0.992, -3.806], [-2.220, -1.396, -2.858], [-2.122, -4.431, -2.874], [-3.310, -3.255, -3.625], [-4.273, -4.430, 0.073], [-5.117, -4.986, 2.386], [-4.369, -3.613, 4.330], [-2.854, -1.641, 3.930], [-0.268, -0.328, 4.580], [1.691, -1.345, 5.681], [2.802, -3.367, 4.660], [1.973, -4.335, 2.587], [0.087, -3.161, 1.330], [-4.128, 0.078, 2.428], [-5.019, 2.075, 3.421], [-3.480, 3.992, 4.015], [-0.999, 3.621, 3.986], [-0.112, 1.605, 3.078], [4.189, 0.703, -4.904], [4.208, 0.835, -2.750], [5.678, -0.656, -2.211], [4.375, -0.337, -5.123], [4.952, 1.344, -5.328], [3.217, 1.039, -5.292], [6.568, -0.400, -2.780], [5.322, -1.644, -2.481], [5.921, -0.575, -1.163], [0.299, 5.740, -4.634], [-0.700, 3.745, -5.783], [-2.330, 2.312, -4.482], [1.013, 2.200, -6.691], [-2.082, 4.631, -7.637]], "mulliken_charge": [0.221, -0.476, -0.190, 0.436, -0.928, -0.042, -0.450, -0.879, -0.065, -0.764, 0.257, 0.300, 0.011, 0.244, -0.247, 0.238, 0.397, 0.430, 0.235, 0.393, 0.346, 0.359, 0.206, 0.216, -1.349, 0.486, -0.896, -0.129, -0.482, -0.472, 0.096, -0.064, 0.156, -0.973, -0.545, -0.836, 0.058, 0.529, 0.623, 0.902, -0.094, -0.669, -0.517, -0.554, -0.584, 0.200, -0.519, -0.799, -0.430, -0.776, 0.262, 0.402, 0.361, 0.172, 0.273, 0.041, 0.378, 0.248, 0.449, 0.275, 0.263, 0.463, 0.322, 0.423, 0.388, 0.362, 0.381, 0.330, 0.382, 0.098, 0.322, 0.379, 0.358, 0.350, 0.011, -0.614, 0.213, -1.144, 0.279, 0.348, -0.088, 0.371, 0.358, 0.255, -0.765, 0.795, -0.728, -0.730, -0.854], "lumo_energy_ev": 2.824, "e_above_lowest_ev": 0.0000, "total_charge": -2, "gap_ha": 0.1052, "homo_energy_ha": -0.001}



{"formula": "C42H34N2O4S5SiTa", "method": "wB97M-V/def2-TZVPD", "symbols": ["Ta", "O", "C", "C", "O", "O", "C", "C", "C", "C", "C", "C", "C", "C", "C", "C", "C", "C", "H", "H", "H", "H", "H", "H", "H", "H", "H", "H", "H", "O", "C", "S", "C", "C", "S", "S", "S", "C", "C", "C", "C", "C", "C", "Si", "C", "C", "C", "C", "C", "C", "C", "C", "C", "C", "C", "C", "H", "H", "H", "H", "H", "H", "H", "H", "H", "H", "H", "H", "H", "H", "H", "N", "C", "S", "N", "C", "C", "C", "C", "C", "C", "H", "H", "H", "H", "H", "H", "H", "H"], "positions_angstrom": [[0.543, 0.263, -0.460], [0.324, 0.158, 1.756], [1.469, 0.055, 2.662], [2.646, -0.048, 1.709], [3.805, -0.046, 1.948], [2.173, -0.160, 0.416], [1.395, -1.231, 3.458], [2.171, -1.361, 4.605], [2.169, -2.554, 5.307], [1.399, -3.622, 4.867], [0.638, -3.497, 3.718], [0.644, -2.304, 3.009], [1.511, 1.309, 3.509], [0.627, 1.405, 4.582], [0.564, 2.564, 5.334], [1.383, 3.638, 5.018], [2.262, 3.548, 3.951], [2.328, 2.387, 3.196], [-0.490, 0.404, 2.247], [2.773, -0.533, 4.949], [2.769, -2.649, 6.200], [1.399, -4.551, 5.420], [0.041, -4.326, 3.367], [0.059, -2.213, 2.106], [0.001, 0.562, 4.846], [-0.119, 2.626, 6.168], [1.342, 4.542, 5.609], [2.909, 4.378, 3.709], [3.035, 2.329, 2.380], [-1.240, 5.047, -5.021], [-0.798, 4.268, -4.240], [-0.729, 4.558, -2.481], [-0.037, 3.012, -2.086], [0.226, 2.158, -3.086], [0.857, 0.546, -2.814], [-0.118, 2.677, -4.709], [0.287, 2.627, -0.409], [-3.370, 1.537, 4.339], [-3.725, 0.280, 3.880], [-3.332, -0.136, 2.614], [-2.564, 0.686, 1.780], [-2.222, 1.955, 2.271], [-2.622, 2.379, 3.528], [-2.116, 0.094, 0.037], [-2.963, 1.217, -1.209], [-3.800, 2.251, -0.773], [-4.425, 3.097, -1.676], [-4.236, 2.926, -3.038], [-3.417, 1.904, -3.495], [-2.782, 1.071, -2.586], [-2.886, -1.620, -0.172], [-2.431, -2.758, 0.505], [-3.030, -3.994, 0.338], [-4.112, -4.129, -0.524], [-4.596, -3.019, -1.192], [-3.994, -1.779, -1.011], [-3.683, 1.865, 5.321], [-4.319, -0.377, 4.499], [-3.638, -1.115, 2.275], [-1.654, 2.641, 1.653], [-2.349, 3.366, 3.871], [-3.975, 2.394, 0.283], [-5.069, 3.887, -1.315], [-4.720, 3.589, -3.741], [-3.266, 1.764, -4.556], [-2.130, 0.286, -2.968], [-1.590, -2.683, 1.177], [-2.656, -4.854, 0.875], [-4.577, -5.095, -0.662], [-5.447, -3.112, -1.852], [-4.400, -0.920, -1.529], [0.867, -2.680, -3.586], [-0.002, -2.505, -2.605], [0.646, -2.202, -1.008], [-1.300, -2.632, -2.800], [-1.931, -2.973, -4.038], [-1.502, -4.074, -4.766], [-2.135, -4.383, -5.961], [-3.195, -3.612, -6.411], [-3.635, -2.534, -5.657], [-3.004, -2.207, -4.468], [1.846, -2.541, -3.389], [0.565, -2.798, -4.543], [-1.895, -2.372, -2.013], [-0.722, -4.718, -4.387], [-1.806, -5.241, -6.528], [-3.684, -3.857, -7.342], [-4.471, -1.940, -5.996], [-3.340, -1.367, -3.880]], "mulliken_charge": [-0.091, 1.722, 3.234, -0.208, -0.542, -0.425, -0.684, -0.108, -1.060, -0.523, -1.136, 0.390, -0.277, 0.113, -0.977, -0.500, -1.102, -0.556, -0.683, 0.567, 0.436, 0.438, 0.496, -0.197, 0.529, 0.449, 0.446, 0.465, 0.511, -0.550, 0.653, -0.081, 0.344, -0.041, -0.318, -0.126, -0.419, -0.712, -0.902, -0.553, -0.444, 0.762, -0.703, 1.711, 0.345, -0.988, -0.860, -0.860, -0.802, 0.351, -0.752, 0.630, -0.778, -0.775, -0.745, -0.040, 0.417, 0.464, 0.436, 0.335, 0.523, 0.428, 0.453, 0.424, 0.543, 0.496, 0.175, 0.518, 0.417, 0.511, 0.528, -0.284, 0.638, -0.458, 0.498, 0.126, -0.346, -0.641, -0.560, -0.906, -0.015, 0.306, 0.272, -0.599, 0.620, 0.415, 0.422, 0.452, 0.315], "lumo_energy_ev": -3.916, "e_above_lowest_ev": 0.0000, "total_charge": 1, "gap_ha": 0.2423, "homo_energy_ha": -0.386}